(1)
A structure of composition C50H55GeN6P2SSc, computed with ωB97M-V/def2-TZVPD.

- Multiplicity: 1
- Orbital gap (alpha / beta): 0.235 / 0.183 hartree
- LUMO energy (alpha / beta): -0.153 / -0.481 eV
- Charge: 0
- E_tot: -6185.33757 Ha

Geometry as XYZ:
```
116
C50H55GeN6P2SSc | the Open Molecules 2025 dataset | ωB97M-V/def2-TZVPD
Sc 0.941 -0.326 0.130
S -0.422 1.658 0.775
C 0.713 2.812 -0.130
N 0.326 4.061 -0.338
N -0.856 4.443 0.110
C -1.305 5.757 -0.033
C -2.498 6.116 0.587
C -2.973 7.413 0.476
C -2.273 8.361 -0.256
C -1.087 7.992 -0.882
C -0.598 6.698 -0.780
N 1.859 2.390 -0.634
N 2.289 1.134 -0.417
C 3.596 0.888 -0.917
C 4.175 -0.353 -0.642
C 5.455 -0.659 -1.075
C 6.188 0.278 -1.790
C 5.619 1.516 -2.059
C 4.335 1.830 -1.631
H -1.417 3.792 0.645
H -3.047 5.379 1.166
H -3.893 7.687 0.980
H -2.642 9.375 -0.336
H -0.529 8.723 -1.456
H 0.325 6.399 -1.260
H 3.627 -1.086 -0.057
H 5.875 -1.630 -0.839
H 7.192 0.048 -2.121
H 6.183 2.258 -2.613
H 3.896 2.794 -1.840
C 2.257 -2.865 -2.628
P 1.220 -2.569 -1.167
C 2.265 -3.252 0.189
N 3.275 -3.995 -0.270
C 4.313 -4.268 0.599
C 5.450 -4.938 0.132
C 6.526 -5.164 0.972
C 6.478 -4.734 2.300
C 5.359 -4.080 2.780
C 4.263 -3.837 1.943
N 3.157 -3.179 2.431
C 2.197 -2.846 1.552
P 0.807 -1.895 2.291
C -0.017 -3.213 3.264
C 1.532 -0.822 3.651
C 2.618 0.050 3.016
C 0.378 0.058 4.153
C 2.106 -1.588 4.846
C -0.268 -3.663 -1.442
C 0.158 -5.121 -1.613
C -1.197 -3.534 -0.237
C -0.992 -3.134 -2.682
H 2.519 -3.917 -2.678
H 3.173 -2.284 -2.532
H 1.721 -2.544 -3.521
H 5.463 -5.259 -0.904
H 7.408 -5.670 0.600
H 7.319 -4.920 2.957
H 5.307 -3.737 3.807
H 0.772 -3.787 3.747
H -0.600 -3.864 2.621
H -0.681 -2.781 4.014
H 2.225 0.690 2.219
H 3.435 -0.556 2.620
H 3.036 0.726 3.768
H 0.004 0.728 3.381
H 0.732 0.669 4.989
H -0.465 -0.538 4.514
H 2.869 -2.296 4.536
H 1.326 -2.120 5.396
H 2.552 -0.860 5.533
H 0.843 -5.433 -0.821
H 0.651 -5.287 -2.573
H -0.725 -5.768 -1.577
H -0.736 -3.972 0.648
H -2.130 -4.070 -0.433
H -1.438 -2.491 -0.032
H -0.404 -3.275 -3.592
H -1.220 -2.071 -2.574
H -1.940 -3.663 -2.809
C -0.894 0.528 -0.656
Ge -2.790 0.919 -0.936
C -3.798 -0.305 -2.083
C -3.371 -0.672 -3.360
C -4.195 -1.399 -4.207
C -5.469 -1.767 -3.791
C -5.911 -1.409 -2.525
C -5.080 -0.683 -1.676
C -3.538 0.765 0.865
C -3.284 -0.442 1.522
C -3.638 -0.621 2.854
C -4.251 0.411 3.554
C -4.524 1.611 2.911
C -4.167 1.786 1.577
C -2.884 2.679 -1.769
C -3.823 3.656 -1.438
C -3.829 4.888 -2.082
C -2.907 5.152 -3.084
C -1.978 4.182 -3.441
C -1.964 2.959 -2.781
H -0.331 0.986 -1.487
H -2.383 -0.385 -3.708
H -3.850 -1.667 -5.198
H -6.115 -2.328 -4.455
H -6.907 -1.684 -2.200
H -5.437 -0.412 -0.688
H -2.803 -1.254 0.989
H -3.437 -1.566 3.346
H -4.511 0.283 4.597
H -5.012 2.415 3.448
H -4.377 2.735 1.098
H -4.564 3.467 -0.671
H -4.551 5.643 -1.795
H -2.907 6.113 -3.583
H -1.265 4.377 -4.232
H -1.208 2.228 -3.054
```

---

(2)
A structure of composition C50H58BaCl3N8O3S2Sb2, computed with ωB97M-V/def2-TZVPD.

- Energy relative to the best compared isomer or geometry (same formula, charge and spin): 31.9 kcal per mole
- Multiplicity: 1
- Orbital gap: 0.287 hartree
- LUMO energy: -1.972 eV
- Charge: +1
- E_tot: -5286.78548 Ha

Geometry as XYZ:
```
127
C50H58BaCl3N8O3S2Sb2 | the Open Molecules 2025 dataset | ωB97M-V/def2-TZVPD
Ba -0.351 0.034 -0.882
N 1.701 1.442 2.472
C 1.683 0.959 3.762
C 2.725 1.035 4.652
C 2.615 0.438 5.926
C 1.493 -0.229 6.317
C 0.389 -0.308 5.433
C -0.824 -0.967 5.749
C -1.846 -0.972 4.847
C -1.673 -0.302 3.614
N -0.568 0.311 3.279
C 0.471 0.298 4.168
H 2.309 2.194 2.203
H 0.794 1.400 2.032
H 3.645 1.534 4.371
H 3.458 0.507 6.604
H 1.427 -0.691 7.295
H -0.930 -1.458 6.710
H -2.786 -1.464 5.060
H -2.488 -0.283 2.902
C 4.337 -0.766 0.935
Sb 2.790 -0.252 -0.436
C 3.401 1.818 -0.507
C 3.840 -0.951 -2.221
C 4.552 0.139 -2.949
C 5.875 0.416 -2.596
C 6.576 1.469 -3.158
C 5.958 2.273 -4.103
C 4.654 1.997 -4.482
C 3.933 0.940 -3.923
C 2.539 0.696 -4.414
Sb 0.877 1.604 -3.357
C -0.415 1.332 -5.036
C 1.442 3.640 -3.736
H 5.261 -0.263 0.647
H 4.503 -1.843 0.937
H 4.041 -0.446 1.935
H 4.272 1.910 -1.155
H 3.676 2.096 0.511
H 2.620 2.491 -0.854
H 3.101 -1.473 -2.829
H 4.554 -1.686 -1.847
H 6.360 -0.216 -1.859
H 7.602 1.654 -2.865
H 6.493 3.097 -4.558
H 4.180 2.605 -5.244
H 2.286 -0.366 -4.452
H 2.446 1.094 -5.426
H -0.175 2.079 -5.792
H -1.457 1.418 -4.740
H -0.231 0.338 -5.446
H 1.677 3.764 -4.794
H 2.310 3.907 -3.133
H 0.611 4.295 -3.466
C 1.328 -2.571 2.235
C 0.489 -3.169 1.163
N -0.357 -2.536 0.367
C -0.917 -3.521 -0.430
C -0.416 -4.737 -0.110
N 0.480 -4.498 0.907
H 1.280 -1.490 2.173
H 2.375 -2.870 2.146
H 0.974 -2.862 3.228
H -1.653 -3.304 -1.188
H -0.601 -5.724 -0.498
H 1.032 -5.184 1.391
Cl -3.557 3.759 -5.776
C -4.323 3.446 -4.250
C -3.988 4.220 -3.147
C -4.656 3.995 -1.959
C -5.671 3.039 -1.842
C -6.482 2.952 -0.574
C -5.636 2.801 0.677
N -4.775 1.635 0.603
C -5.151 0.315 0.474
C -3.989 -0.389 0.344
N -2.911 0.470 0.393
C -3.432 1.665 0.537
O -7.424 4.010 -0.529
C -7.238 5.087 0.370
C -6.169 6.030 -0.091
C -6.157 6.664 -1.296
Cl -7.335 6.537 -2.535
S -4.771 7.631 -1.527
C -4.170 7.228 0.019
C -5.013 6.379 0.669
C -5.931 2.254 -2.960
Cl -7.148 1.000 -2.937
C -5.271 2.443 -4.168
H -3.243 5.001 -3.234
H -4.401 4.612 -1.098
H -7.099 2.057 -0.627
H -6.303 2.677 1.532
H -4.994 3.662 0.871
H -6.184 0.008 0.480
H -3.868 -1.452 0.219
H -2.881 2.589 0.600
H -7.010 4.761 1.387
H -8.212 5.573 0.416
H -3.244 7.653 0.376
H -4.831 6.013 1.674
H -5.514 1.836 -5.027
C -1.910 -2.353 -3.940
C -1.252 -1.317 -3.073
O -1.950 -0.372 -2.599
O -0.017 -1.405 -2.799
H -2.826 -2.709 -3.467
H -1.240 -3.181 -4.151
H -2.207 -1.871 -4.874
N -1.274 3.399 2.370
C -0.780 4.062 1.304
S 0.099 3.243 0.112
N -1.027 5.385 1.293
C -0.644 6.396 0.353
C -0.587 6.184 -1.022
C -0.261 7.249 -1.852
C -0.008 8.509 -1.334
C -0.075 8.711 0.037
C -0.385 7.657 0.881
H -0.990 2.437 2.509
H -1.651 3.882 3.170
H -1.441 5.762 2.132
H -0.790 5.210 -1.433
H -0.213 7.085 -2.922
H 0.241 9.330 -1.993
H 0.126 9.688 0.458
H -0.416 7.813 1.954
```

---

(3)
A structure of composition C50H58Cl3N10O2STl, computed with ωB97M-V/def2-TZVPD.

- Multiplicity: 1
- Orbital gap: 0.183 hartree
- LUMO energy: 3.463 eV
- Charge: -2
- E_tot: -4589.41010 Ha

Geometry as XYZ:
```
125
C50H58Cl3N10O2STl | the Open Molecules 2025 dataset | ωB97M-V/def2-TZVPD
Tl -0.500 0.193 1.459
C -3.884 1.752 0.364
C -3.519 1.039 -0.938
C -3.616 -0.507 -0.911
N -3.281 -1.066 0.374
C -4.206 -1.421 1.195
C -5.627 -1.264 0.962
C -6.698 -1.982 1.437
C -6.732 -3.103 2.274
C -5.630 -3.622 2.954
C -4.354 -3.123 3.097
C -3.722 -1.949 2.527
N -2.694 -1.350 3.024
C -2.235 -1.687 4.353
C -1.899 -0.426 5.155
C -0.564 0.271 4.825
N -0.736 1.282 3.805
C -0.919 2.530 4.079
C -0.958 3.039 5.424
C -0.863 4.311 5.943
C -0.849 5.549 5.310
C -1.073 5.736 3.949
C -1.303 4.827 2.939
C -1.220 3.394 2.867
N -1.431 2.718 1.782
C -1.864 3.324 0.547
C -3.389 3.200 0.408
H -3.440 1.223 1.208
H -4.968 1.736 0.511
H -2.489 1.300 -1.191
H -4.152 1.417 -1.749
H -2.867 -0.884 -1.618
H -4.595 -0.838 -1.289
H -5.878 -0.463 0.277
H -7.665 -1.661 1.053
H -7.688 -3.594 2.418
H -5.825 -4.537 3.511
H -3.711 -3.695 3.756
H -1.332 -2.314 4.284
H -2.977 -2.257 4.928
H -1.902 -0.692 6.218
H -2.706 0.291 4.989
H 0.147 -0.464 4.439
H -0.134 0.648 5.759
H -0.992 2.269 6.183
H -0.794 4.347 7.029
H -0.709 6.433 5.923
H -1.116 6.776 3.630
H -1.526 5.297 1.991
H -1.370 2.775 -0.258
H -1.593 4.377 0.413
H -3.717 3.746 -0.487
H -3.835 3.696 1.276
Cl 3.967 3.547 2.046
C 3.811 2.088 2.989
C 4.607 1.943 4.112
C 4.548 0.800 4.875
Cl 5.573 0.671 6.300
C 3.678 -0.248 4.528
C 3.596 -1.475 5.224
C 2.715 -2.436 4.814
C 1.890 -2.161 3.713
N 1.949 -1.044 3.033
C 2.828 -0.089 3.390
C 2.871 1.115 2.534
O 2.176 1.255 1.513
H 5.288 2.739 4.382
H 4.245 -1.641 6.074
H 2.647 -3.388 5.327
H 1.145 -2.883 3.386
S 1.780 -3.193 -1.332
C 0.578 -4.048 -0.585
N -0.700 -4.199 -1.014
C -1.556 -4.768 0.024
C -0.526 -5.346 1.013
N 0.725 -4.764 0.550
H -1.057 -3.514 -1.659
H -2.204 -5.543 -0.386
H -2.177 -4.003 0.492
H -0.485 -6.436 0.950
H -0.742 -5.063 2.041
H 1.483 -4.539 1.169
C 1.329 -0.240 -7.517
C 1.498 -1.475 -6.623
C 2.789 -2.193 -7.043
C 0.314 -2.413 -6.915
C 1.548 -1.187 -5.078
O 1.568 -2.486 -4.498
C 2.797 -0.468 -4.550
C 3.055 0.977 -4.985
C 3.974 1.713 -4.041
C 5.224 1.198 -3.707
C 6.098 1.905 -2.898
C 5.719 3.145 -2.411
Cl 6.830 4.060 -1.435
C 4.468 3.663 -2.695
C 3.606 2.944 -3.511
C 0.246 -0.451 -4.670
N 0.306 0.483 -3.566
C 0.424 0.294 -2.236
N 0.352 1.447 -1.611
C 0.210 2.333 -2.622
N 0.167 1.803 -3.825
H 1.290 -0.575 -8.557
H 2.155 0.459 -7.430
H 0.405 0.304 -7.322
H 2.672 -2.602 -8.049
H 3.007 -3.012 -6.359
H 3.639 -1.507 -7.058
H 0.316 -2.681 -7.974
H -0.642 -1.935 -6.694
H 0.389 -3.322 -6.322
H 1.809 -2.443 -3.557
H 3.654 -1.100 -4.782
H 2.709 -0.468 -3.458
H 2.113 1.526 -5.053
H 3.519 0.996 -5.973
H 5.525 0.226 -4.080
H 7.067 1.500 -2.641
H 4.169 4.614 -2.276
H 2.621 3.341 -3.725
H -0.496 -1.215 -4.436
H -0.121 0.146 -5.497
H 0.523 -0.674 -1.763
H 0.103 3.394 -2.462
```